Molecular formula: C26H37N7NiO
Method: DFT, ωB97M-V with the def2-TZVPD basis set

Cartesian coordinates (Å):
Ni: 0.0369 0.1902 -0.2022
C: 1.9723 -5.8375 -2.6682
C: 1.7439 -4.3683 -2.4446
C: 2.7753 -3.4388 -2.6011
C: 2.5915 -2.0997 -2.3219
C: 1.3472 -1.6046 -1.9114
N: 1.1752 -0.2722 -1.5631
C: 1.7203 0.7478 -2.3347
C: 1.7623 0.7191 -3.7309
C: 2.2804 1.7810 -4.4480
C: 2.7480 2.9374 -3.8199
C: 3.2512 4.1122 -4.6125
C: 2.7099 2.9760 -2.4343
C: 2.2302 1.8919 -1.7133
N: 2.3350 1.8877 -0.2926
C: 3.3465 2.3720 0.4492
C: 3.0716 2.1041 1.7734
C: 1.8560 1.4284 1.7487
N: 1.4022 1.3185 0.4948
C: 0.3063 -2.5304 -1.8268
C: 0.5067 -3.8875 -2.0491
N: -1.0219 -2.0540 -1.6161
C: -2.1531 -2.5820 -2.1242
C: -3.2010 -1.7543 -1.7862
C: -2.6079 -0.7176 -1.0730
N: -1.2908 -0.9134 -0.9649
H: 2.8474 -6.0038 -3.2935
H: 1.1152 -6.3052 -3.1518
H: 2.1387 -6.3555 -1.7215
H: 3.7512 -3.7819 -2.9221
H: 3.4164 -1.4051 -2.4200
H: 1.3878 -0.1566 -4.2458
H: 2.3062 1.7236 -5.5292
H: 3.5285 3.8126 -5.6213
H: 4.1224 4.5655 -4.1404
H: 2.4827 4.8830 -4.6947
H: 3.0659 3.8552 -1.9088
H: 4.1961 2.8414 -0.0157
H: 3.6811 2.3386 2.6276
H: 1.3234 0.9822 2.5721
H: -0.3190 -4.5790 -1.9244
H: -2.1298 -3.4780 -2.7185
H: -4.2365 -1.8706 -2.0511
H: -3.0655 0.1781 -0.6838
C: -1.2387 -3.0163 1.7612
C: 0.0952 -2.6294 2.3650
O: 0.7957 -1.7715 1.4711
C: 2.2223 -1.8111 1.6098
C: 2.8357 -3.1414 1.2150
H: -1.7860 -3.6729 2.4376
H: -1.0862 -3.5419 0.8186
H: -1.8651 -2.1445 1.5599
H: 0.6690 -3.5369 2.5564
H: -0.0365 -2.1294 3.3357
H: 2.5022 -1.5389 2.6351
H: 2.5863 -1.0304 0.9405
H: 2.6642 -3.9252 1.9515
H: 3.9151 -3.0186 1.1200
H: 2.4448 -3.4653 0.2493
N: -3.6302 2.1522 2.8111
C: -2.1913 2.6073 2.6733
C: -1.5289 2.1259 1.3893
N: -1.1815 0.6996 1.3259
H: -4.0470 2.5148 3.6734
H: -3.7113 1.1333 2.8440
H: -4.2019 2.4905 2.0325
H: -1.6655 2.2539 3.5595
H: -2.2126 3.6954 2.6953
H: -0.6051 2.6956 1.2873
H: -2.1389 2.3764 0.5179
H: -1.9856 0.0874 1.2240
H: -0.6696 0.3902 2.1481

Output
- net charge = +2
- gap between HOMO and LUMO (eV) = 5.491
- lowest unoccupied orbital energy (eV) = -6.22